(1)
Molecular formula: C22H25CsN6O2S
Method: DFT, ωB97M-V/def2-TZVPD

Output
Total charge: -2
LUMO level in eV: 3.8
Spin multiplicity: 1
ΔE to the lowest compared entry with this formula, charge and spin in kcal per mole: 9.2
HOMO level in eV: -0.677

Geometry as XYZ:
```
57
Properties=species:S:1:pos:R:3:forces:R:3:mulliken_charge:R:1
C 7.8803 -8.9794 11.1953 -0.4 2.0 -0.1 0.10
C 5.2407 -13.4385 10.3413 -1.0 -0.1 0.3 0.83
N 10.5604 -7.3573 14.4131 2.2 -1.1 0.4 -0.17
C 16.8215 -12.0756 13.5019 0.6 0.4 -0.4 -0.92
H 5.4436 -8.5133 9.7098 0.3 -0.7 0.1 0.43
S 14.4012 -10.9586 15.6104 -0.1 0.6 -0.5 -0.46
C 13.8988 -5.7049 14.1212 0.9 -1.0 -1.9 -1.42
C 7.4591 -12.2313 10.5838 0.0 1.2 -0.8 0.75
Cs 10.8953 -10.5109 13.0271 -0.3 0.4 -0.1 0.92
C 9.2804 -7.0933 14.4324 0.7 1.1 -0.2 -0.56
C 6.9462 -5.3031 11.3331 0.2 -1.1 -0.1 -0.67
O 8.7119 -8.8238 12.1586 0.5 -1.5 0.0 -0.69
H 7.8276 -5.5835 14.4806 -0.6 0.3 0.0 0.45
C 5.2877 -6.4271 10.0321 0.0 -1.3 -0.5 -0.56
C 7.6065 -6.4976 11.4922 0.3 -1.3 -0.4 -0.40
H 4.4353 -6.3527 9.3648 -0.2 -0.1 0.2 0.33
H 7.3681 -4.4386 11.7732 0.2 1.0 0.3 0.44
N 8.1889 -11.1341 10.6914 -0.5 -0.5 -0.2 -0.47
C 7.1080 -7.7071 10.9436 -0.6 0.4 -0.3 0.28
C 8.8723 -5.7873 14.5576 0.0 1.5 0.4 -0.54
H 5.2927 -4.3327 10.5064 -0.5 0.5 -0.4 0.35
C 5.9125 -7.6929 10.2119 0.0 2.5 0.1 -0.20
H 11.8716 -4.2486 14.8899 0.1 -0.6 0.0 0.30
H 17.1946 -11.1076 15.4504 0.3 -0.2 -0.5 0.31
H 14.8017 -6.1651 13.6913 -0.4 0.0 -0.2 0.34
C 3.6919 -13.2260 10.2969 -0.4 -0.4 -1.0 -1.10
C 6.0643 -12.2956 10.1437 0.3 -0.3 1.0 -0.86
H 9.4659 -3.7334 14.8192 0.0 0.3 -0.1 0.44
H 16.6586 -8.8800 13.7243 -0.5 -0.8 0.6 0.31
H 16.4997 -11.7112 12.4952 0.4 -0.3 0.6 0.24
H 8.1577 -14.2392 10.0768 0.2 0.8 1.4 0.21
H 9.2826 -13.1461 11.0853 -0.1 -0.2 -0.3 0.32
N 13.2765 -8.0619 14.6535 -1.0 0.7 -0.3 -0.15
C 12.9599 -6.7895 14.4531 -0.4 -2.4 1.5 0.61
H 14.3167 -5.1119 14.8751 0.1 0.9 1.8 0.31
H 18.2468 -10.4023 14.1824 -0.4 -0.7 -0.2 0.38
O 5.5021 -14.6382 10.6247 1.0 0.4 -0.2 -0.81
N 16.3536 -9.6891 14.2928 0.3 0.9 -1.3 -0.23
C 11.5357 -6.4358 14.6359 -1.1 0.4 -1.0 0.23
C 8.2481 -13.4769 10.9238 0.0 -0.3 -1.1 -0.88
H 5.5808 -11.3107 10.0411 0.2 -0.7 -0.1 0.07
C 9.8070 -4.7473 14.7127 0.2 -1.8 0.3 -0.41
C 11.1715 -5.0815 14.7853 -1.0 0.4 -0.1 -0.53
N 7.5325 -9.9053 10.3649 0.5 -1.9 0.9 -0.57
H 3.1719 -14.1768 10.5807 0.7 0.8 0.2 0.31
H 17.6651 -12.8083 13.3930 -0.5 0.8 0.0 0.32
C 5.7821 -5.2780 10.5869 0.3 0.5 0.5 -0.42
H 15.9674 -12.6461 13.9011 0.4 0.6 0.2 0.26
C 15.0490 -9.6318 14.6984 -1.1 0.8 1.0 0.03
H 7.9137 -13.8924 11.8652 -0.4 -0.5 0.0 0.17
N 14.5349 -8.4019 14.4513 1.8 -0.1 -0.6 -0.47
C 17.2401 -10.8213 14.3792 -0.7 -0.8 0.8 -0.65
H 3.3817 -12.4001 10.9344 -0.1 0.1 0.0 0.26
H 8.5969 -7.8736 14.1610 -0.2 -0.4 0.1 0.65
H 3.3051 -13.0421 9.2684 0.4 0.3 0.4 0.24
H 13.4350 -5.0487 13.3975 0.0 0.3 -0.3 0.39
H 8.5763 -6.6081 11.9886 -0.5 0.3 -0.1 0.54
```
Forces are in eV/Å.

---

(2)
Molecular formula: C2H6ClN3
Method: DFT, ωB97M-V/def2-TZVPD

Output
Total charge: 0
LUMO level in eV: 0.5
Spin multiplicity: 1
ΔE to the lowest compared entry with this formula, charge and spin in kcal per mole: 89.3
HOMO level in eV: -9.475

Geometry as XYZ:
```
12
Properties=species:S:1:pos:R:3:forces:R:3:nbo_charge:R:1
N 0.7201 1.4020 0.2228 -3.7 2.9 1.8 -0.64
H 1.0877 1.8608 -0.5737 0.9 -0.2 -1.4 0.34
H -0.8493 1.3268 -1.3981 0.4 -1.8 4.8 0.36
H -2.6706 -0.6432 -0.3199 3.2 -2.4 -0.1 0.34
Cl 2.2505 -0.6274 -0.3503 -0.7 -1.6 0.4 -0.09
C 0.6890 -1.2914 0.4466 -0.9 2.1 -0.1 -0.41
N -1.7385 -1.3757 -0.2658 0.3 5.0 0.0 -0.63
C -0.6581 -0.6030 -0.1976 -1.3 -1.1 1.5 0.40
H 0.6231 -0.9134 1.5592 0.6 -1.0 -2.2 0.25
H 0.4626 2.3205 0.7285 0.3 -1.9 -0.2 0.34
N -0.6842 0.9376 -0.1725 1.3 -0.9 -4.6 -0.51
H 0.7677 -2.3937 0.3208 -0.5 1.0 0.2 0.25
```
Forces are in eV/Å.

---

(3)
Molecular formula: C52H48N8O4P2SSc
Method: DFT, ωB97M-V/def2-TZVPD

Output
Total charge: +1
LUMO level in eV: -2.5
Spin multiplicity: 1
ΔE to the lowest compared entry with this formula, charge and spin in kcal per mole: 95.0
HOMO level in eV: -10.209

Geometry as XYZ:
```
116
Properties=species:S:1:pos:R:3:forces:R:3:mulliken_charge:R:1
H 3.7977 4.6329 3.6336 0.0 0.6 0.5 0.24
H -6.3668 1.6935 -3.2943 0.5 0.1 -0.2 0.41
C -4.6319 0.4102 -0.7269 1.5 0.7 0.8 -1.02
N 2.9047 2.5665 1.3864 0.5 -0.6 -0.4 1.53
N 0.8019 0.9019 1.9745 -0.5 1.1 0.3 1.31
H 1.6910 -3.1213 -5.2033 0.1 -0.1 0.1 0.49
C -3.2520 2.0456 -1.8937 -0.8 -2.0 1.8 -1.08
C -2.3950 -2.0878 -0.2430 0.0 -0.2 -0.4 -0.96
H 3.5240 -0.0033 -4.4816 0.0 -0.3 -0.5 0.67
C 0.2044 -3.9293 -0.5763 0.9 1.9 0.5 0.45
H -0.1519 -2.1988 -6.4493 -0.3 0.0 -0.8 0.46
H -4.2054 2.0178 1.5056 -0.1 -0.2 0.3 0.35
H -1.6560 -1.3868 2.3744 -0.8 1.1 -0.1 0.04
H -3.4926 -4.5485 -0.7920 1.1 -0.9 0.7 0.38
Sc 1.0475 2.1270 -0.0325 0.5 0.0 -0.1 0.37
H 2.6811 -1.5087 2.3499 0.5 -0.3 0.0 0.78
C 3.6582 0.7131 -3.7089 1.3 1.6 1.9 -1.07
H 2.0081 -6.0895 1.2508 -0.1 0.4 0.1 0.44
H 1.8168 -2.6810 -2.7213 1.0 -0.5 0.7 0.69
H -6.3257 -2.2040 -2.2145 0.7 -0.5 0.0 0.10
H 0.7064 -3.6852 4.7364 -0.1 0.2 -0.2 0.39
C 0.9544 -2.5192 -4.6933 -0.7 0.6 1.4 -0.85
H 2.6761 -3.9720 2.3208 -0.4 0.0 0.6 0.46
H -3.2056 -1.8198 0.4399 0.2 0.1 0.0 0.63
C 2.7112 0.8552 -2.6879 -0.1 0.0 -0.7 -0.41
C -3.8970 1.2209 2.1907 2.3 0.9 -2.6 -0.89
H -0.6364 0.8027 4.7157 0.0 0.3 0.4 0.45
H -2.3312 2.5439 -2.0472 0.8 0.4 0.1 0.38
H -4.5711 -0.1449 5.2097 0.1 0.5 -0.9 0.36
C -4.4074 1.1786 3.4336 -1.1 -0.4 0.5 -0.72
H 7.7780 1.7205 3.0294 -0.5 -0.2 -0.1 0.39
N 3.7377 3.9126 2.9571 0.4 -1.5 -0.9 -0.12
H -1.7576 -0.7313 -5.4713 -0.8 0.2 0.2 0.48
O 1.2856 5.1984 -2.6219 0.2 2.2 -1.2 -0.59
C 0.4896 2.9085 -2.6839 0.9 0.9 2.7 0.44
H -3.7433 -1.7371 -1.7949 -0.1 0.4 -0.7 -0.13
C -0.9583 -0.8935 -3.4529 0.1 -0.6 0.2 -0.87
S -5.1363 -4.4485 -2.2984 0.2 1.5 0.6 -0.10
C -5.4834 1.5323 -2.6792 -0.1 0.7 1.2 -1.08
H -1.4657 2.8351 2.7021 0.7 0.0 -0.3 0.31
C -5.6386 0.6932 -1.5755 -0.7 0.2 -1.7 -0.51
H -0.4782 -3.8798 2.3796 0.8 0.5 0.1 0.41
H -0.4565 4.3342 1.3617 0.8 -0.9 0.2 0.38
N -1.4744 -0.9234 -0.3111 -0.8 0.0 0.1 0.50
C -2.4378 -0.6060 2.5956 0.2 -2.0 0.7 -0.05
O 0.6864 2.6853 -3.8262 -0.5 -0.4 -1.3 -0.58
H -6.8448 -3.3370 -3.3731 -0.9 -0.3 -0.8 0.44
C -3.0857 -2.5561 -1.5485 -0.6 0.6 1.2 0.02
C -3.1686 -0.8212 3.8032 0.9 0.4 -1.2 -0.89
C 4.2630 2.1377 1.5960 -2.4 2.9 2.4 -0.44
C 1.0444 -2.2637 -3.2977 -1.9 0.8 -1.6 -0.65
O 1.4566 4.0355 -0.7261 -0.9 -0.7 -0.2 -0.51
C -2.8038 0.3914 1.7222 -1.2 0.3 1.1 0.52
H 1.6341 5.2038 1.3584 -0.3 -0.4 0.7 0.40
H -0.1006 -3.9046 -1.6281 -0.3 0.0 0.5 0.45
H 6.8947 0.1097 1.3488 -0.1 -0.1 0.2 0.44
H -2.4598 -2.7616 -2.4080 0.2 -0.4 0.1 0.54
N 2.8096 1.6498 -1.6410 1.8 2.1 0.9 1.35
P -1.9556 0.6783 0.1279 0.2 -0.4 0.6 1.33
C 6.2656 0.9104 1.7195 0.4 -0.5 -0.2 -0.96
H 4.5380 0.3422 0.6074 -0.3 -1.0 -1.1 0.55
H 1.7606 0.3696 -2.7358 -0.2 -0.6 -0.2 0.38
H 6.4550 3.3515 3.9101 -0.3 1.0 0.2 0.41
C 1.8469 -1.3257 1.6769 0.1 -1.3 2.2 -1.66
H -4.8187 -0.2155 0.1195 0.0 -0.5 0.3 0.45
C 6.0123 2.8578 3.0668 -0.1 0.7 1.9 -1.09
C 6.7473 1.8064 2.6632 1.7 -1.0 -1.0 -0.45
C 1.0652 4.2392 -1.9867 0.1 -2.2 0.7 0.34
C 1.0953 -2.5830 1.4576 -1.0 -2.3 -3.0 2.40
C 0.2019 1.5405 2.9914 0.6 -0.1 -2.8 -0.04
C -4.1039 0.0708 4.2216 -0.6 0.0 1.8 -0.71
H -5.1551 1.9199 3.6748 -0.1 -0.1 0.4 0.50
C 1.4180 4.4548 2.1557 1.1 -0.5 0.0 -1.46
H -6.5788 0.2406 -1.4353 -1.0 -0.6 0.2 0.59
H -2.9996 -1.6722 4.4197 0.4 -0.6 0.2 0.53
C 4.9912 1.0487 1.2314 0.2 -0.1 -0.3 -0.52
H 0.4876 -6.1351 -0.5033 -0.2 -0.1 -0.6 0.52
H -1.9173 -2.9885 0.1907 0.1 0.8 0.0 0.01
C -4.3133 2.2861 -2.7247 -0.2 -0.3 -1.2 -0.47
C 3.8775 2.5407 -1.5781 0.2 -2.2 -1.9 -0.82
C 0.4706 -1.6082 4.5142 0.7 -3.9 -0.4 -1.19
C -0.3578 2.9027 2.8258 -1.0 0.5 0.7 -1.70
C 0.6289 -5.1877 -0.0255 0.2 0.3 0.3 -1.35
H 1.2564 4.9356 3.1616 0.1 -0.3 -1.0 0.47
C -3.4015 1.0664 -0.8647 0.1 0.7 -1.3 1.18
H -4.0977 3.0016 -3.4858 -0.4 0.5 -0.6 0.47
H 0.3812 -1.5324 5.6052 0.2 0.4 -0.6 0.50
C 0.6319 -2.8760 4.0037 -0.8 0.6 1.0 -1.68
C 0.5160 -2.7231 0.0446 -0.5 0.0 -1.0 -1.03
C 0.4879 -3.3543 2.5752 0.1 0.3 0.7 0.59
C 0.0441 -1.4588 -2.6782 0.9 -0.9 0.2 0.69
H -4.5471 -3.3124 -0.1892 -0.3 -0.1 -0.2 0.39
H 5.8550 3.0246 -2.3725 -0.4 0.3 -0.2 0.49
C -4.0019 -3.6660 -1.0670 -0.8 -0.3 -1.2 -1.19
C 1.4572 -5.1719 1.0202 0.3 -0.3 1.1 -1.10
C 4.7317 3.0232 2.5976 1.2 -0.5 -0.4 0.74
N 6.9088 0.8923 -4.9571 2.7 -0.8 -1.8 -0.40
H 2.2045 -0.9289 0.7957 0.9 0.8 -1.9 0.14
C 2.6831 3.5539 2.2090 -1.6 1.4 -0.7 0.36
C 1.0296 -0.3771 2.3969 -0.1 1.3 -0.8 -0.38
P 0.1174 -1.0511 -0.8607 0.9 -1.4 0.4 0.61
C 0.5099 -0.5334 3.6163 -0.5 1.5 1.6 0.66
H -5.3408 -2.4718 -3.7580 -0.7 -0.4 1.1 0.20
H 3.9502 3.1640 -0.7285 -0.2 0.6 0.5 0.81
C 1.6650 -4.0265 1.9205 0.5 0.4 -1.0 -0.70
N 0.0627 0.7147 4.0013 -0.9 -0.5 1.0 0.18
H -1.6691 -0.2766 -2.9556 -0.6 0.5 0.1 0.60
H -0.2349 3.4422 3.7629 0.0 0.2 0.3 0.46
C 5.9817 1.2537 -4.4337 -3.3 0.8 2.5 -0.32
C 4.8405 1.4851 -3.5389 -0.7 0.6 -0.4 0.50
O 0.0827 2.0634 -1.7294 -0.6 0.2 -1.1 0.65
C -5.9572 -2.9565 -2.9374 0.9 0.6 -0.7 -0.67
C -0.1377 -1.9969 -5.4085 1.5 -0.7 0.9 -0.72
C 4.9128 2.5078 -2.5300 -0.8 -2.0 0.2 -1.16
N 0.2557 3.6596 1.7202 -0.8 0.3 0.0 0.13
C -1.0838 -1.2128 -4.7927 0.7 0.5 -0.5 -0.97
```
Forces are in eV/Å.

---

> Which value of HOMO level does entry 2 give?

-9.475 eV